1.
2 unconnected molecules or ions with the total composition C5H15NO in a non-equilibrium geometry. Source: the Open Molecules 2025 dataset; level of theory: ωB97M-V/def2-TZVPD.

Geometry (Å):
C1 1.528 -1.927 0.882
C2 0.086 -1.518 0.420
C3 0.090 -0.429 -0.666
C4 -1.300 0.276 -0.632
C5 1.235 0.573 -0.635
N1 1.034 1.519 -1.822
H1 2.077 -1.065 1.246
H2 1.448 -2.681 1.662
H3 2.071 -2.355 0.038
H4 -0.365 -2.420 0.010
H5 -0.422 -1.211 1.334
H6 0.144 -0.909 -1.641
H7 -2.050 -0.478 -0.407
H8 -1.257 1.013 0.170
H9 -1.493 0.748 -1.589
H10 1.220 1.156 0.286
H11 2.231 0.155 -0.777
H12 1.332 0.912 -2.592
H13 1.880 2.078 -1.798
O1 -3.144 1.801 2.153
H14 -3.134 2.380 2.936
H15 -3.212 2.384 1.423

SMILES string	CC[C@@H](C)CN.O
frontier orbital gap	10.660	eV
maximum force	2.08	eV/A
E_HOMO	-9.7218	eV
ΔE to the lowest compared entry with this formula, charge and spin	20.13	kcal per mole
E_tot	-8965.4858	eV
2S+1	1

natural (NBO) population analysis, charges in e, atoms 1 to 8: -0.605, -0.387, -0.226, -0.598, -0.223, -0.812, 0.199, 0.207

=====

2.
A molecular structure, C22H21BrF9OPReSiTe. Source: the Open Molecules 2025 dataset; level of theory: ωB97M-V/def2-TZVPD.

Geometry (Å):
Re1 0.012 -0.030 0.610
F1 -3.596 3.401 5.633
C1 -3.297 2.563 4.674
C2 -4.281 1.770 4.102
F2 -5.522 1.853 4.517
C3 -3.939 0.891 3.082
F3 -4.898 0.157 2.532
C4 -2.636 0.766 2.621
P1 -2.302 -0.330 1.227
C5 -3.252 0.274 -0.161
C6 -4.121 -0.549 -0.874
C7 -4.797 -0.027 -1.967
C8 -4.601 1.294 -2.344
C9 -3.736 2.115 -1.628
C10 -3.060 1.608 -0.534
C11 -2.645 -2.038 1.604
C12 -2.314 -2.981 0.624
C13 -2.561 -4.322 0.858
C14 -3.125 -4.721 2.065
C15 -3.439 -3.786 3.041
C16 -3.199 -2.439 2.818
C17 -1.677 1.592 3.203
Br1 0.152 1.610 2.639
C18 -1.984 2.477 4.213
F4 -1.053 3.249 4.743
H1 -4.283 -1.576 -0.576
H2 -5.482 -0.654 -2.520
H3 -5.132 1.692 -3.198
H4 -3.597 3.147 -1.920
H5 -2.399 2.258 0.034
H6 -1.883 -2.671 -0.323
H7 -2.318 -5.055 0.101
H8 -3.318 -5.770 2.245
H9 -3.879 -4.103 3.977
H10 -3.447 -1.719 3.586
F5 2.065 1.828 -2.830
Te1 0.991 0.509 -2.202
F6 -0.074 0.528 -3.672
F7 2.133 -0.759 -2.831
F8 -0.039 1.837 -1.352
F9 1.962 0.608 -0.510
O1 -0.030 -0.711 -1.222
C19 1.852 -3.584 3.467
Si1 1.442 -1.773 3.388
C20 0.041 -1.384 4.566
C21 2.916 -0.664 3.657
C22 0.914 -1.590 1.524
H11 2.252 -3.841 4.451
H12 2.594 -3.876 2.722
H13 0.954 -4.186 3.311
H14 0.232 -1.923 5.497
H15 -0.928 -1.728 4.199
H16 -0.029 -0.327 4.828
H17 3.276 -0.758 4.684
H18 2.694 0.393 3.501
H19 3.743 -0.930 2.996
H20 0.308 -2.468 1.257
H21 1.858 -1.676 0.956

frontier orbital gap (spin up / spin down)	7.853 / 6.393	eV
maximum force	0.36	eV/A
E_HOMO (spin up / spin down)	-15.4836 / -15.4238	eV
total charge	+2
ΔE to the lowest compared entry with this formula, charge and spin	0.00	kcal per mole
E_tot	-146274.8797	eV
2S+1	4

natural (NBO) population analysis, charges in e, atoms 1 to 8: 1.316, -0.231, 0.349, 0.298, -0.238, 0.435, -0.277, -0.533

=====

3.
C2H6N4 in the gas phase in a non-equilibrium geometry. Source: the Open Molecules 2025 dataset; level of theory: ωB97M-V/def2-TZVPD.

Geometry (Å):
N1 1.643 -0.109 -0.251
N2 0.602 -0.029 0.729
C1 -0.213 1.143 0.378
C2 -1.478 0.849 0.028
N3 -1.363 -0.864 -0.244
N4 -0.229 -1.176 0.531
H1 2.123 -1.003 -0.047
H2 1.371 -0.064 -1.270
H3 0.136 2.096 0.567
H4 -2.381 1.266 -0.247
H5 -1.108 -0.615 -1.173
H6 -0.612 -1.416 1.357

SMILES string	NN1C=CNN1
frontier orbital gap	10.211	eV
maximum force	5.77	eV/A
E_HOMO	-9.1759	eV
ΔE to the lowest compared entry with this formula, charge and spin	120.70	kcal per mole
E_tot	-8126.8590	eV
2S+1	1

natural (NBO) population analysis, charges in e, atoms 1 to 8: -0.686, -0.142, -0.092, -0.128, -0.452, -0.319, 0.368, 0.335

=====

4.
A molecular structure, C33H29IN6O3S2Ti. Source: the Open Molecules 2025 dataset; level of theory: ωB97M-V/def2-TZVPD.

Geometry (Å):
Ti1 1.313 1.278 -0.313
C1 -2.955 2.594 -1.307
C2 -2.649 2.306 0.132
N1 -3.631 2.323 1.005
C3 -3.362 2.090 2.296
C4 -2.100 1.856 2.789
C5 -1.933 1.611 4.269
O1 -1.082 2.552 4.910
C6 -1.018 1.811 1.871
C7 0.298 1.553 2.419
N2 1.383 1.169 1.815
C8 2.456 0.753 2.662
C9 2.166 0.123 3.879
C10 3.168 -0.321 4.721
C11 4.496 -0.173 4.356
C12 4.805 0.401 3.136
C13 3.798 0.850 2.290
I1 4.404 1.661 0.465
C14 -1.314 2.010 0.511
O2 -0.402 1.965 -0.431
H1 -3.909 3.111 -1.373
H2 -3.028 1.667 -1.885
H3 -2.169 3.196 -1.761
H4 -4.214 2.103 2.969
H5 -1.481 0.634 4.452
H6 -2.921 1.594 4.736
H7 -1.515 3.412 4.919
H8 0.341 1.723 3.491
H9 1.135 -0.047 4.157
H10 2.905 -0.798 5.656
H11 5.290 -0.518 5.004
H12 5.838 0.501 2.833
N3 1.419 4.685 -3.077
C15 1.672 3.580 -2.357
S1 1.823 3.754 -0.644
N4 1.831 2.467 -3.062
N5 2.013 1.376 -2.298
C16 2.549 0.332 -2.823
C17 2.734 -0.818 -1.967
C18 3.307 -2.000 -2.420
C19 3.486 -3.041 -1.528
C20 3.083 -2.880 -0.210
C21 2.507 -1.682 0.165
N6 2.336 -0.667 -0.684
H13 1.408 5.582 -2.627
H14 1.473 4.632 -4.081
H15 2.898 0.336 -3.850
H16 3.607 -2.089 -3.455
H17 3.937 -3.968 -1.855
H18 3.205 -3.669 0.519
H19 2.162 -1.520 1.179
O3 -0.318 -0.549 -0.049
S2 -0.542 -1.938 -0.588
C22 -2.204 -2.368 -0.102
C23 -3.162 -1.373 0.026
C24 -4.437 -1.720 0.438
C25 -4.741 -3.051 0.705
C26 -3.772 -4.035 0.576
C27 -2.486 -3.694 0.180
C28 -0.786 -1.709 -2.346
C29 -1.098 -0.450 -2.834
C30 -1.229 -0.276 -4.204
C31 -1.055 -1.354 -5.062
C32 -0.750 -2.612 -4.557
C33 -0.608 -2.795 -3.190
H20 -2.898 -0.343 -0.173
H21 -5.190 -0.952 0.555
H22 -5.739 -3.319 1.026
H23 -4.011 -5.067 0.795
H24 -1.715 -4.450 0.096
H25 -1.229 0.381 -2.149
H26 -1.463 0.705 -4.598
H27 -1.159 -1.214 -6.130
H28 -0.617 -3.449 -5.229
H29 -0.354 -3.768 -2.786

frontier orbital gap (spin up / spin down)	6.905 / 6.936	eV
maximum force	0.51	eV/A
E_HOMO (spin up / spin down)	-10.3547 / -10.3728	eV
total charge	+1
ΔE to the lowest compared entry with this formula, charge and spin	26.64	kcal per mole
E_tot	-102658.5044	eV
2S+1	2

Mulliken population analysis, charges in e, atoms 1 to 8: -0.204, -1.237, 0.376, -0.617, -1.160, 0.896, -0.997, -0.532

=====

5.
11 unconnected molecules or ions with the total composition C41H39Cl30N2O5PS in a non-equilibrium geometry. Source: the Open Molecules 2025 dataset; level of theory: ωB97M-V/def2-TZVPD.

Geometry (Å):
C1 4.348 -1.887 2.862
C2 4.803 -1.879 1.754
C3 5.311 -1.724 0.391
C4 4.158 -1.657 -0.645
C5 4.100 -0.339 -1.472
C6 2.937 0.552 -1.131
C7 1.840 0.700 -1.968
C8 1.716 -0.046 -3.275
C9 1.224 -1.465 -3.050
C10 1.386 -2.431 -4.033
C11 0.936 -3.723 -3.861
C12 0.323 -4.106 -2.678
C13 0.161 -3.154 -1.689
C14 0.593 -1.852 -1.877
C15 0.780 1.533 -1.624
C16 0.781 2.206 -0.424
C17 1.859 2.046 0.432
C18 2.928 1.253 0.077
O1 3.995 1.123 0.946
S1 1.810 2.892 1.990
C19 0.078 2.680 2.302
C20 -0.392 2.392 3.570
N1 0.502 2.287 4.699
C21 1.108 1.221 4.751
O2 1.640 0.203 4.884
C22 -1.736 2.188 3.760
C23 -2.650 2.276 2.723
C24 -4.098 2.029 3.054
C25 -4.394 0.625 3.483
O3 -5.260 0.327 4.244
O4 -3.571 -0.377 2.945
C26 -3.962 -0.818 1.710
C27 -3.023 -1.856 1.189
O5 -4.960 -0.429 1.176
C28 -2.189 2.589 1.435
P1 -3.434 2.746 0.080
C29 -2.966 4.226 -0.911
C30 -3.110 1.341 -1.073
C31 -0.816 2.770 1.243
N2 -0.326 3.055 -0.078
H1 3.921 -1.845 3.834
H2 5.974 -2.565 0.181
H3 5.923 -0.826 0.353
H4 3.231 -1.725 -0.083
H5 4.231 -2.487 -1.342
H6 4.097 -0.579 -2.532
H7 5.010 0.246 -1.316
H8 0.999 0.465 -3.912
H9 2.662 -0.058 -3.814
H10 1.867 -2.197 -4.975
H11 1.050 -4.463 -4.641
H12 -0.023 -5.116 -2.513
H13 -0.312 -3.420 -0.753
H14 0.416 -1.148 -1.075
H15 -0.060 1.635 -2.297
H16 4.683 1.744 0.675
H17 -2.086 1.937 4.756
H18 -4.387 2.671 3.886
H19 -4.759 2.267 2.222
H20 -1.992 -1.542 1.340
H21 -3.234 -2.075 0.150
H22 -3.178 -2.732 1.820
H23 -3.799 4.538 -1.533
H24 -2.096 3.996 -1.523
H25 -2.686 5.019 -0.219
H26 -2.302 1.605 -1.756
H27 -2.821 0.471 -0.491
H28 -4.005 1.142 -1.655
H29 0.034 4.011 -0.051
Cl1 -1.105 3.269 8.420
C32 -0.531 1.608 8.277
Cl2 0.275 1.098 9.760
Cl3 -1.860 0.521 7.874
H30 0.188 1.576 7.469
Cl4 2.434 -5.411 -7.025
C33 2.620 -4.195 -8.290
Cl5 3.037 -2.627 -7.595
Cl6 3.829 -4.699 -9.469
H31 1.673 -4.092 -8.802
Cl7 5.978 -5.007 -0.868
C34 5.192 -5.545 -2.359
Cl8 4.986 -7.297 -2.369
Cl9 3.639 -4.737 -2.569
H32 5.830 -5.274 -3.190
Cl10 8.457 -9.211 -3.366
C35 9.385 -8.306 -2.169
Cl11 11.020 -7.987 -2.754
Cl12 8.561 -6.807 -1.740
H33 9.461 -8.912 -1.277
Cl13 -5.833 2.785 7.346
C36 -7.302 2.406 6.442
Cl14 -8.736 2.676 7.432
Cl15 -7.376 3.348 4.954
H34 -7.266 1.359 6.170
Cl16 -4.576 -4.758 2.702
C37 -5.430 -3.609 3.748
Cl17 -7.002 -3.202 3.071
Cl18 -5.588 -4.255 5.380
H35 -4.844 -2.699 3.805
Cl19 -4.612 9.232 0.480
C38 -5.527 7.734 0.305
Cl20 -5.480 7.166 -1.365
Cl21 -4.931 6.502 1.417
H36 -6.558 7.940 0.557
Cl22 -0.015 4.865 13.254
C39 0.186 5.261 11.547
Cl23 -0.586 6.802 11.167
Cl24 1.895 5.294 11.109
H37 -0.297 4.489 10.963
Cl25 0.684 1.873 -8.231
C40 -0.417 1.026 -7.149
Cl26 0.394 -0.338 -6.379
Cl27 -1.084 2.122 -5.935
H38 -1.238 0.639 -7.739
Cl28 -0.008 -0.169 -10.711
C41 0.085 0.179 -12.440
Cl29 -0.569 1.779 -12.788
Cl30 1.746 0.038 -13.013
H39 -0.515 -0.552 -12.966

SMILES string	C#CCCCc1c(Cc2ccccc2)cc2c(c1O)Sc1c(N=C=O)cc(CC(=O)OC(C)=O)c(P(C)C)c1N2.ClC(Cl)Cl.ClC(Cl)Cl.ClC(Cl)Cl.ClC(Cl)Cl.ClC(Cl)Cl.ClC(Cl)Cl.ClC(Cl)Cl.ClC(Cl)Cl.ClC(Cl)Cl.ClC(Cl)Cl
frontier orbital gap	8.416	eV
maximum force	1.06	eV/A
E_HOMO	-8.2408	eV
E_tot	-452162.7500	eV
2S+1	1

Mulliken population analysis, charges in e, atoms 1 to 8: 0.205, -0.684, -0.800, 0.763, -1.591, 0.407, 0.131, -1.444

=====

6.
C6H11NO in the gas phase in a non-equilibrium geometry. Source: the Open Molecules 2025 dataset; level of theory: ωB97M-V/def2-TZVPD.

Geometry (Å):
N1 -0.526 -0.945 -2.042
C1 0.502 -0.261 -1.074
C2 0.996 -1.339 0.015
C3 0.375 -0.873 1.330
C4 -0.758 0.016 0.791
C5 -1.148 1.480 0.602
O1 -0.853 2.184 1.762
C6 -0.045 0.970 -0.247
H1 0.303 -1.368 -2.877
H2 -1.283 -0.342 -2.555
H3 1.464 0.249 -1.618
H4 0.556 -2.198 -0.256
H5 2.114 -1.206 0.214
H6 1.230 -0.249 1.778
H7 0.207 -1.783 1.899
H8 -1.343 -0.575 0.164
H9 -2.283 1.666 0.438
H10 -0.522 3.250 1.587
H11 1.015 1.325 0.089

SMILES string	N[C@@H]1CC[C@H]2[C@@H](O)[C@@H]21
frontier orbital gap	8.936	eV
maximum force	5.90	eV/A
E_HOMO	-8.1904	eV
ΔE to the lowest compared entry with this formula, charge and spin	170.05	kcal per mole
E_tot	-9931.0803	eV
2S+1	1

natural (NBO) population analysis, charges in e, atoms 1 to 8: -0.903, 0.008, -0.432, -0.392, -0.231, 0.132, -0.700, -0.338